This record from OMol25 describes C9H9Br2O2Rh as an isolated structure in a non-equilibrium geometry. The level of theory is ωB97M-V/def2-TZVPD.

Element x y z (Å)
Rh (1.901309, 0.824175, -0.593164)
C (-1.509122, 1.741439, 1.854080)
C (-0.655461, 0.959072, 0.922372)
O (0.435886, 1.429387, 0.579967)
C (-1.114818, -0.356868, 0.421326)
C (-2.322045, -0.878714, 0.799556)
C (-2.742450, -2.135922, 0.310496)
C (-1.959557, -2.890045, -0.565376)
C (-0.742839, -2.400588, -0.967519)
C (-0.293937, -1.128698, -0.486062)
O (0.841678, -0.714177, -0.885719)
H (-1.010147, 2.671151, 2.109953)
H (-1.696365, 1.168568, 2.764914)
H (-2.471230, 1.963588, 1.387307)
H (-2.972647, -0.342493, 1.475202)
H (-3.703269, -2.521828, 0.628470)
H (-2.312295, -3.848477, -0.920039)
H (-0.091503, -2.938386, -1.644380)
Br (3.893996, 0.284573, -2.026672)
C (4.692487, 1.965131, -1.506526)
Br (3.400017, 2.778669, -0.309234)
H (4.818346, 2.592798, -2.380784)
H (5.613966, 1.777644, -0.968169)

Forces on the atoms, in the same order (eV/Å):
-0.1394 -0.5200 -0.2247
0.0951 0.0997 0.0029
-0.2268 -0.3395 -0.0678
-0.1507 0.5541 0.4057
0.2477 0.0512 -0.1096
-0.2140 -0.2987 -0.0522
0.0148 0.1266 0.0645
-0.0353 0.0611 0.0557
0.2089 0.2616 0.0330
-0.5795 0.0535 0.3571
0.9886 0.1018 -0.4966
-0.0033 0.0061 0.0055
-0.0189 -0.0079 -0.0125
-0.0061 -0.0210 0.0104
-0.0116 -0.0043 0.0040
0.0084 0.0120 0.0022
0.0024 -0.0053 -0.0044
-0.0110 -0.0114 -0.0004
-0.1097 -0.2755 -0.0964
0.0858 0.0133 -0.0417
-0.1179 0.1055 0.1279
-0.0237 0.0288 0.0010
-0.0036 0.0083 0.0365

- Net charge: +2
- Energy: -156647.6858 eV
- F_max: 1.11 eV Å⁻¹
- LUMO energy (alpha / beta): -11.02 / -11.02 eV
- Gap between HOMO and LUMO (alpha / beta): 0.1965 / 0.1965 Ha

Löwdin analysis output, partial charges in e: number 1, Rh, carries 0.668; number 2, C, carries 0.038; number 3, C, carries -0.280; number 4, O, carries -0.081; number 5, C, carries -0.040; number 6, C, carries 0.048; number 7, C, carries 0.069; number 8, C, carries 0.015; number 9, C, carries 0.104; number 10, C, carries -0.256; number 11, O, carries -0.102; number 12, H, carries 0.110; number 13, H, carries 0.122; number 14, H, carries 0.122; number 15, H, carries 0.135; number 16, H, carries 0.143; number 17, H, carries 0.141; number 18, H, carries 0.150; number 19, Br, carries 0.826; number 20, C, carries -0.855; number 21, Br, carries 0.840; number 22, H, carries 0.041; number 23, H, carries 0.041